# 1
Formula: C25H22AsN2O5V
Source: the Open Molecules 2025 dataset
Level of theory: ωB97M-V with the def2-TZVPD basis set

Output
Molecular weight, g mol⁻¹: 556.33
Kohn-Sham gap (alpha / beta), eV: 4.712 / 7.479
Largest force on an atom, eV/A: 1.70
Net charge: -1
Spin multiplicity: 4
Energy relative to the best compared isomer or geometry (same formula, charge and spin), eV: 0.203
DFT total energy, a.u.: -4631.5344

Atoms and positions in Å:
1 As -1.00 -2.30 -1.41
2 V 0.21 0.47 0.83
3 O 0.75 -3.13 2.55
4 O 0.00 -1.42 1.29
5 O 1.64 3.77 2.71
6 O 3.87 -0.13 5.57
7 O 0.62 2.37 1.25
8 N 1.34 0.31 2.44
9 N -0.77 1.12 -0.74
10 C -2.82 1.42 0.48
11 C 2.71 1.33 4.04
12 C -2.61 -2.49 -0.30
13 C 3.43 0.03 -2.74
14 C 3.01 0.06 4.54
15 C 0.02 1.41 -1.84
16 C 3.74 -0.65 -1.56
17 C 0.73 -1.97 2.21
18 C 2.86 -0.59 -0.49
19 C 1.34 0.75 -1.79
20 C -2.01 1.72 -0.63
21 C 1.65 0.12 -0.56
22 C -1.64 2.91 -2.72
23 C 2.24 0.72 -2.86
24 C -2.48 2.64 -1.59
25 C -0.15 -4.00 -0.91
26 C 1.86 1.41 2.98
27 C 1.57 -0.91 2.94
28 C 2.41 -1.08 4.00
29 C -0.41 2.28 -2.82
30 C -3.73 3.25 -1.38
31 C 1.35 2.67 2.27
32 C -4.04 2.03 0.66
33 C -4.50 2.96 -0.27
34 C -1.87 -3.00 -3.03
35 H 4.12 0.00 -3.58
36 H -5.46 3.45 -0.13
37 H 4.66 -1.22 -1.49
38 H 3.12 -1.12 0.43
39 H -2.37 -2.18 0.72
40 H 2.60 -2.07 4.40
41 H -1.98 3.61 -3.48
42 H -2.41 -3.93 -2.83
43 H -4.08 3.97 -2.12
44 H -2.47 0.69 1.20
45 H -3.39 -1.85 -0.69
46 H 4.23 0.73 5.84
47 H -0.88 -4.81 -0.93
48 H 3.13 2.23 4.47
49 H -2.95 -3.53 -0.29
50 H -1.12 -3.18 -3.81
51 H 0.24 2.49 -3.65
52 H 0.27 -3.91 0.09
53 H -2.57 -2.25 -3.41
54 H 0.65 -4.21 -1.62
55 H -4.65 1.79 1.53
56 H 2.01 1.23 -3.79

Here are the Mulliken charges for atoms 1 to 5, given in e: As 0.64; V -0.64; O -0.73; O -0.32; O -0.73

=====

# 2
Formula: C25H22Br2MnN3O6PS4
Source: the Open Molecules 2025 dataset
Level of theory: ωB97M-V with the def2-TZVPD basis set

Output
Molecular weight, g mol⁻¹: 834.45
Kohn-Sham gap (alpha / beta), eV: 4.460 / 4.459
Largest force on an atom, eV/A: 0.91
Net charge: -2
Spin multiplicity: 2
Energy relative to the best compared isomer or geometry (same formula, charge and spin), eV: 3.896
DFT total energy, a.u.: -9814.7560

Atoms and positions in Å:
1 Br 0.75 -3.39 -2.59
2 Br 5.94 -2.89 -0.42
3 Mn -0.27 -0.24 1.39
4 S -4.56 -2.45 2.15
5 S -3.79 0.08 0.75
6 S -1.45 -0.37 3.74
7 S -4.82 -0.53 -1.16
8 P 0.43 1.62 0.24
9 O -5.56 -1.63 2.86
10 O -0.93 -0.88 4.99
11 O -2.78 0.19 3.82
12 O 0.06 -1.62 -0.11
13 O -0.47 0.68 3.15
14 O -1.38 -1.41 2.63
15 N -2.65 -2.40 0.45
16 N -2.33 0.55 0.50
17 N 1.61 -0.68 1.74
18 C 0.80 0.58 -2.30
19 C -3.51 3.47 -1.02
20 C 4.08 -2.49 -0.30
21 C 1.53 0.10 -3.38
22 C 2.82 1.37 -1.28
23 C -2.54 -2.14 -0.99
24 C -3.60 -1.65 1.12
25 C 1.50 2.77 1.19
26 C 2.33 -0.24 2.76
27 C -3.93 -2.06 -1.60
28 C -3.39 2.89 0.20
29 C 1.44 1.23 -1.24
30 C 4.35 -1.20 1.85
31 C 3.55 0.88 -2.36
32 C 2.21 -1.44 0.78
33 C 3.59 -1.72 0.78
34 C 3.71 -0.49 2.83
35 C 1.29 -1.93 -0.22
36 C -2.45 3.52 -1.96
37 C -1.01 2.47 -0.29
38 C -2.18 2.10 0.59
39 C -1.21 3.05 -1.53
40 C 2.91 0.24 -3.41
41 C 3.24 -2.96 -1.27
42 C 1.87 -2.70 -1.23
43 H -4.45 3.95 -1.27
44 H -2.57 3.99 -2.92
45 H 4.27 -0.10 3.68
46 H -4.21 2.96 0.92
47 H 5.41 -1.39 1.89
48 H 1.79 0.32 3.50
49 H 0.93 3.04 2.08
50 H -0.28 0.45 -2.27
51 H -3.84 -2.05 -2.69
52 H -1.73 -2.37 0.90
53 H -0.35 3.15 -2.19
54 H 4.63 0.98 -2.36
55 H 2.43 2.28 1.51
56 H 3.35 1.85 -0.47
57 H -2.00 -1.22 -1.19
58 H -4.52 -2.93 -1.31
59 H 1.73 3.66 0.62
60 H 3.48 -0.16 -4.24
61 H 1.01 -0.41 -4.18
62 H -1.95 2.24 1.65
63 H 3.63 -3.55 -2.09
64 H -1.98 -2.97 -1.42

Here are the Mulliken charges for atoms 1 to 5, given in e: Br -0.23; Br -0.31; Mn 0.86; S 0.21; S -0.23

=====

# 3
Formula: C25H22BrN5RuS
Source: the Open Molecules 2025 dataset
Level of theory: ωB97M-V with the def2-TZVPD basis set

Output
Molecular weight, g mol⁻¹: 605.53
Kohn-Sham gap (alpha / beta), eV: 7.299 / 6.724
Largest force on an atom, eV/A: 0.39
Net charge: +1
Spin multiplicity: 2
Energy relative to the best compared isomer or geometry (same formula, charge and spin), eV: 0.446
DFT total energy, a.u.: -4306.5497

Atoms and positions in Å:
1 Ru 0.40 -1.42 -0.61
2 Br -6.34 -1.40 0.06
3 S -0.39 -0.07 -2.57
4 N 0.79 0.47 -0.21
5 N -1.79 2.06 -1.81
6 N -0.21 1.41 -0.32
7 N 2.44 -1.30 -0.86
8 N -1.72 -1.42 -0.32
9 C -0.81 1.22 -1.47
10 C 0.46 -1.85 1.42
11 C 3.60 4.24 -0.36
12 C 2.04 -5.47 -0.20
13 C 3.25 -2.25 -1.35
14 C 2.80 -4.74 0.73
15 C 4.36 -0.04 -0.19
16 C -2.49 -2.13 -1.16
17 C 3.12 4.88 0.77
18 C 2.32 -3.58 1.29
19 C 2.28 4.21 1.64
20 C 1.02 -3.13 0.98
21 C 0.77 -5.04 -0.53
22 C 2.01 0.85 -0.03
23 C -4.48 -1.41 -0.09
24 C 2.39 2.25 0.25
25 C -3.70 -0.65 0.77
26 C -3.86 -2.17 -1.07
27 C -2.33 -0.69 0.62
28 C 4.62 -2.14 -1.30
29 C 3.25 2.93 -0.62
30 C 1.91 2.90 1.38
31 C 2.99 -0.19 -0.32
32 C 0.25 -3.89 0.07
33 C 5.18 -1.03 -0.69
34 H 1.23 2.37 2.04
35 H -0.80 -3.65 -0.05
36 H 2.76 -3.12 -1.76
37 H 2.43 -6.38 -0.63
38 H 5.23 -2.93 -1.71
39 H 3.61 2.43 -1.52
40 H 2.93 -3.01 1.98
41 H -1.92 2.90 -1.28
42 H -1.68 -0.11 1.26
43 H -2.23 1.98 -2.71
44 H 1.08 -1.21 2.05
45 H 1.90 4.71 2.52
46 H 3.78 -5.10 1.00
47 H -4.44 -2.76 -1.77
48 H -1.97 -2.66 -1.94
49 H 0.16 -5.62 -1.21
50 H -0.54 -1.96 1.82
51 H 4.76 0.85 0.27
52 H 3.40 5.90 0.98
53 H -4.15 -0.05 1.54
54 H 4.25 4.76 -1.05
55 H 6.26 -0.94 -0.60

Here are the Mulliken charges for atoms 1 to 5, given in e: Ru 0.15; Br -0.10; S -0.37; N 1.48; N -0.40

=====

# 4
Formula: C25H22CaN14O5SSe2
Source: the Open Molecules 2025 dataset
Level of theory: ωB97M-V with the def2-TZVPD basis set

Output
Molecular weight, g mol⁻¹: 828.61
Kohn-Sham gap, eV: 6.714
Largest force on an atom, eV/A: 0.46
Net charge: -2
Energy relative to the best compared isomer or geometry (same formula, charge and spin), eV: 0.280
DFT total energy, a.u.: -7987.6228

Atoms and positions in Å:
1 Se -0.68 0.51 3.24
2 Se 1.42 1.81 3.00
3 Ca -0.60 -0.08 0.06
4 S -2.40 -1.69 1.71
5 O -2.53 -0.79 2.92
6 O 5.38 -4.10 -3.11
7 O -3.22 -2.86 1.90
8 O -2.76 -0.89 0.50
9 O -0.96 -1.99 1.51
10 N 0.29 -3.08 -3.16
11 N -1.84 1.97 1.18
12 N -1.79 2.11 -3.67
13 N 4.35 -2.19 -2.42
14 N 1.70 -0.35 1.21
15 N -0.71 1.56 -1.81
16 N 5.40 -2.33 -4.53
17 N -1.61 -0.21 -3.18
18 N -0.67 -2.32 -3.71
19 N -0.72 2.91 -1.96
20 N 0.78 -2.50 -2.12
21 N -1.36 3.22 -3.04
22 N 0.15 -1.31 -1.93
23 N 2.94 1.13 -1.79
24 C 4.10 -1.28 2.23
25 C 3.66 0.01 -1.72
26 C 2.05 0.31 -3.87
27 C 5.73 -0.55 -6.10
28 C -2.64 2.86 0.61
29 C 6.11 -0.10 -3.78
30 C 6.06 0.76 -6.41
31 C 6.40 1.67 -5.41
32 C 3.42 -2.00 1.25
33 C 6.42 1.21 -4.10
34 C 2.76 -0.87 -3.75
35 C 3.59 -1.02 -2.66
36 C -3.35 3.80 1.34
37 C 5.74 -1.00 -4.79
38 C -1.36 1.12 -2.88
39 C 6.69 3.11 -5.73
40 C 3.54 -0.11 2.71
41 C -1.74 1.95 2.51
42 C 2.17 1.27 -2.87
43 C 5.05 -2.94 -3.33
44 C 2.24 -1.49 0.76
45 C -3.22 3.80 2.72
46 C -0.72 -1.24 -2.93
47 C -2.41 2.85 3.32
48 C 2.31 0.30 2.20
49 H 4.16 -2.69 -1.57
50 H 3.80 -2.94 0.87
51 H -2.07 -0.32 -4.07
52 H 4.00 0.45 3.51
53 H -3.76 4.52 3.32
54 H -2.29 2.80 4.39
55 H 6.67 1.89 -3.30
56 H 2.64 -1.67 -4.47
57 H 6.03 1.09 -7.44
58 H -2.68 2.84 -0.47
59 H 7.62 3.44 -5.26
60 H 4.29 -0.11 -0.85
61 H 5.75 -3.02 -5.18
62 H -3.99 4.51 0.83
63 H 5.42 -1.23 -6.89
64 H 1.57 2.17 -2.91
65 H 5.04 -1.64 2.63
66 H 1.69 -2.01 -0.03
67 H 6.14 -0.43 -2.75
68 H 6.79 3.26 -6.81
69 H 1.37 0.47 -4.69
70 H 5.89 3.76 -5.38

Here are the Mulliken charges for atoms 1 to 5, given in e: Se 0.17; Se -0.20; Ca 1.94; S 1.20; O -0.67

=====

# 5
Formula: C25H22Cl8FeN2OSSi
Source: the Open Molecules 2025 dataset
Level of theory: ωB97M-V with the def2-TZVPD basis set

Output
Molecular weight, g mol⁻¹: 766.09
Kohn-Sham gap (alpha / beta), eV: 4.478 / 2.458
Largest force on an atom, eV/A: 0.57
Net charge: +1
Spin multiplicity: 6
Energy relative to the best compared isomer or geometry (same formula, charge and spin), eV: 2.151
DFT total energy, a.u.: -6783.2243

Atoms and positions in Å:
1 Fe 1.22 -2.21 0.02
2 Cl -0.70 4.91 2.85
3 Cl -2.33 -3.29 2.24
4 Cl 0.70 -5.49 -2.81
5 Cl -2.47 -0.52 5.30
6 Cl 0.50 1.78 1.53
7 Cl -1.95 -6.81 -1.86
8 Cl 2.29 -1.41 1.78
9 Cl -3.46 -5.76 0.62
10 S 1.56 6.49 1.78
11 Si 3.18 -3.12 -1.13
12 O -1.26 3.59 0.14
13 N -1.06 1.02 -1.27
14 N 0.40 -0.58 -0.92
15 C -3.57 0.69 3.15
16 C -0.84 -0.19 -0.71
17 C -1.30 -5.48 -0.99
18 C -1.62 4.92 -0.15
19 C -0.30 -3.36 0.43
20 C -2.28 1.78 -1.12
21 C -1.99 -5.00 0.15
22 C 3.43 -4.91 -0.67
23 C -0.12 -4.88 -1.42
24 C 3.06 -2.83 -2.98
25 C -2.40 0.33 3.80
26 C 0.07 5.65 1.59
27 C -3.48 1.42 1.98
28 C 0.12 1.41 -1.87
29 C 0.33 -3.80 -0.67
30 C -1.10 1.41 2.10
31 C -1.16 0.67 3.27
32 C -2.26 1.82 1.44
33 C 1.01 0.41 -1.65
34 C 1.56 6.91 0.15
35 C 4.61 -2.07 -0.50
36 C 0.46 6.42 -0.56
37 C -1.49 -3.93 0.86
38 C -2.31 2.63 0.16
39 C -0.41 5.71 0.24
40 H -3.27 3.17 0.16
41 H -2.48 5.24 0.45
42 H 5.50 -2.31 -1.09
43 H 2.37 7.49 -0.27
44 H -0.25 0.36 3.76
45 H 3.17 -1.78 -3.24
46 H -2.40 2.41 -2.00
47 H 2.69 -5.54 -1.17
48 H 2.13 -3.19 -3.40
49 H -4.40 1.73 1.49
50 H 3.31 -5.06 0.41
51 H -3.12 1.08 -1.11
52 H 4.82 -2.28 0.55
53 H 3.88 -3.37 -3.47
54 H -1.87 5.08 -1.21
55 H 0.33 6.60 -1.61
56 H 4.42 -5.27 -0.95
57 H 0.19 2.33 -2.41
58 H 4.42 -1.00 -0.60
59 H -4.53 0.41 3.56
60 H -1.59 -0.74 -0.18
61 H 2.03 0.33 -1.98

Here are the Mulliken charges for atoms 1 to 5, given in e: Fe -0.14; Cl 0.02; Cl -0.17; Cl -0.16; Cl -0.19

=====

# 6
Formula: C25H22ClO6P2Rh
Source: the Open Molecules 2025 dataset
Level of theory: ωB97M-V with the def2-TZVPD basis set

Output
Molecular weight, g mol⁻¹: 618.75
Kohn-Sham gap (alpha / beta), eV: 4.861 / 5.043
Largest force on an atom, eV/A: 2.11
Net charge: +2
DFT total energy, a.u.: -2669.8800

Atoms and positions in Å:
1 Rh 2.59 -1.73 -0.42
2 Cl 4.03 -2.50 1.43
3 P 1.25 1.10 -0.44
4 P -0.31 -1.24 0.37
5 O 4.62 -1.29 0.92
6 O 2.53 0.24 -0.71
7 O 0.60 -1.81 -0.77
8 O 3.82 -3.38 0.23
9 O 2.61 -2.13 1.75
10 O 4.69 -3.13 2.47
11 C 1.10 3.45 1.05
12 C -0.41 -1.92 3.06
13 C 0.55 0.33 -2.98
14 C -4.16 -0.11 -0.01
15 C -1.65 2.02 -3.11
16 C -0.84 -4.17 3.78
17 C -2.90 -0.33 0.51
18 C -0.59 -2.84 4.08
19 C -0.24 0.34 -4.12
20 C -0.88 -4.60 2.46
21 C 0.22 1.14 -1.90
22 C -2.21 -1.29 -1.62
23 C 1.71 2.75 0.01
24 C -3.49 -1.07 -2.12
25 C 2.77 3.31 -0.71
26 C -0.87 2.00 -1.97
27 C -1.33 1.20 -4.19
28 C 0.41 0.31 0.96
29 C -0.71 -3.69 1.43
30 C 3.22 4.57 -0.37
31 C 2.61 5.27 0.66
32 C -4.46 -0.50 -1.31
33 C -1.92 -0.91 -0.30
34 C 1.56 4.71 1.38
35 C -0.47 -2.35 1.74
36 H -4.93 0.34 0.61
37 H 1.43 -0.31 -2.94
38 H 1.10 5.26 2.19
39 H -5.47 -0.37 -1.69
40 H -2.50 2.68 -3.17
41 H 4.05 5.01 -0.92
42 H -1.10 2.67 -1.15
43 H -1.06 -5.64 2.23
44 H -1.45 -1.74 -2.23
45 H -3.72 -1.35 -3.13
46 H -0.22 -0.88 3.31
47 H -2.68 -0.06 1.54
48 H -1.92 1.24 -5.09
49 H -0.34 0.95 1.43
50 H -0.76 -4.02 0.40
51 H 0.01 -0.29 -4.96
52 H 1.20 0.07 1.68
53 H -0.52 -2.52 5.11
54 H 0.26 3.03 1.60
55 H 2.93 6.28 0.89
56 H 3.24 2.76 -1.52
57 H -1.03 -4.88 4.57

Here are the Mulliken charges for atoms 1 to 5, given in e: Rh 0.68; Cl 2.05; P 1.38; P 1.37; O -0.46

=====

# 7
Formula: C25H22GeNTl
Source: the Open Molecules 2025 dataset
Level of theory: ωB97M-V with the def2-TZVPD basis set

Output
Molecular weight, g mol⁻¹: 613.45
Kohn-Sham gap, eV: 2.824
Largest force on an atom, eV/A: 0.70
Net charge: -2
DFT total energy, a.u.: -3269.7916

Atoms and positions in Å:
1 Tl 1.55 -1.06 0.27
2 Ge -0.39 1.35 -0.42
3 N 2.42 -3.53 -1.32
4 C 1.29 2.60 1.72
5 C -4.99 -0.12 0.18
6 C -2.61 -0.45 0.39
7 C -0.20 4.97 -2.74
8 C 1.77 -5.82 -1.26
9 C 1.49 -4.47 -1.40
10 C 3.68 -3.91 -1.15
11 C -0.65 3.26 -1.08
12 C -1.21 4.25 -0.27
13 C -0.11 1.67 3.92
14 C 4.06 -5.24 -1.01
15 C 0.08 1.92 1.50
16 C 3.42 -7.68 -0.84
17 C -0.78 5.94 -1.93
18 C -1.29 5.57 -0.69
19 C -2.33 0.83 -0.09
20 C -0.14 3.65 -2.31
21 C -3.91 -0.92 0.54
22 C 0.71 0.11 -1.27
23 C 1.77 2.83 3.00
24 C -3.43 1.61 -0.45
25 C 1.08 2.36 4.11
26 C -4.74 1.15 -0.32
27 C 3.08 -6.22 -1.04
28 C -0.60 1.47 2.63
29 H 0.20 5.25 -3.71
30 H -5.57 1.78 -0.62
31 H 1.47 2.51 5.11
32 H -0.66 1.28 4.77
33 H 3.26 -8.25 -1.76
34 H -0.83 6.97 -2.26
35 H 0.32 2.89 -2.94
36 H 0.48 -4.12 -1.56
37 H -1.54 0.94 2.51
38 H 5.10 -5.49 -0.85
39 H -1.59 3.98 0.71
40 H -6.00 -0.49 0.28
41 H 0.96 -6.55 -1.31
42 H 2.79 -8.12 -0.06
43 H -1.77 -1.11 0.62
44 H -3.28 2.61 -0.84
45 H 2.71 3.36 3.14
46 H 4.41 -3.11 -1.09
47 H 1.86 2.95 0.87
48 H -1.74 6.32 -0.05
49 H 4.46 -7.80 -0.54
50 H -4.08 -1.92 0.93

Here are the Mulliken charges for atoms 1 to 5, given in e: Tl -0.93; Ge 0.77; N -0.27; C -0.21; C -0.29

=====

# 8
Formula: C25H22N2O5S
Source: the Open Molecules 2025 dataset
Level of theory: ωB97M-V with the def2-TZVPD basis set

Output
Molecular weight, g mol⁻¹: 462.53
SMILES: O=C(COc1ccccc1-c1ccccc1)Nc1ccc(S(=O)(=O)NCc2ccco2)cc1
Kohn-Sham gap, eV: 9.089
Largest force on an atom, eV/A: 0.90
Energy relative to the best compared isomer or geometry (same formula, charge and spin), eV: 3.044
DFT total energy, a.u.: -1849.7600

Atoms and positions in Å:
1 S -3.36 -0.02 0.79
2 O 2.63 3.29 -0.29
3 O -3.55 0.44 2.14
4 O -3.65 -1.38 0.47
5 O -7.47 0.91 -0.61
6 O 4.78 0.73 -1.34
7 N 2.17 1.16 -1.02
8 N -4.21 1.01 -0.23
9 C 4.73 -0.77 0.54
10 C 2.75 -2.79 -1.94
11 C -6.81 -1.05 0.21
12 C -1.09 -0.45 -0.68
13 C 5.27 0.36 -0.10
14 C 0.87 0.94 -0.57
15 C -6.44 0.03 -0.54
16 C -8.15 -0.82 0.61
17 C 5.24 -1.13 1.78
18 C 0.25 1.75 0.38
19 C 6.79 0.69 1.74
20 C -5.14 0.39 -1.17
21 C 3.73 -1.98 -1.40
22 C -8.49 0.38 0.08
23 C 3.66 -1.57 -0.07
24 C 2.57 -1.97 0.70
25 C 1.58 -2.78 0.16
26 C -1.69 0.35 0.28
27 C 4.34 2.06 -1.47
28 C 1.68 -3.20 -1.16
29 C 6.26 -0.42 2.38
30 C 2.95 2.26 -0.84
31 C -1.03 1.45 0.80
32 C 0.19 -0.16 -1.10
33 C 6.30 1.07 0.51
34 H 4.83 -2.01 2.27
35 H 2.60 0.39 -1.51
36 H 2.49 -1.64 1.73
37 H -6.19 -1.89 0.44
38 H -4.65 -0.50 -1.54
39 H 0.67 -0.78 -1.85
40 H -1.63 -1.30 -1.06
41 H 6.72 1.93 0.01
42 H 6.64 -0.72 3.35
43 H 2.83 -3.12 -2.96
44 H 0.91 -3.83 -1.58
45 H -4.63 1.76 0.30
46 H -1.53 2.04 1.55
47 H -8.76 -1.47 1.20
48 H 4.27 2.26 -2.54
49 H -9.40 0.95 0.12
50 H 4.58 -1.68 -2.00
51 H -5.31 1.10 -1.99
52 H 0.74 -3.08 0.76
53 H 7.59 1.25 2.19
54 H 5.03 2.78 -1.02
55 H 0.78 2.60 0.77

Here are the Mulliken charges for atoms 1 to 5, given in e: S 1.38; O -0.64; O -0.75; O -0.67; O -0.37